No. 1
Formula: CH7N8
Source: OMol25
Level of theory: ωB97M-V/def2-TZVPD

Cartesian coordinates (Å):
N: -2.66 -0.31 0.08
H: 0.12 -0.45 1.08
N: 1.16 -1.05 -0.61
N: 0.51 -2.02 -1.02
H: 2.37 2.43 -0.65
H: 0.70 -2.35 -2.01
N: 0.77 1.59 1.63
H: 2.32 0.81 -1.05
N: -1.54 -0.45 -0.01
N: 1.93 1.53 -0.48
N: -3.81 -0.23 -0.08
H: -0.32 -2.36 -0.59
C: 1.41 1.21 0.68
N: 0.96 -0.47 0.51
H: -4.74 -0.24 0.26
H: 0.82 2.38 2.25

Results
Charge = +1
Kohn-Sham gap = 10.08 eV
ΔE to the lowest compared entry with this formula, charge and spin = 375.71 kJ/mol
E_LUMO = -3.760 eV
DFT total energy = -13059.44897 eV

Löwdin atomic charge list, values in e, 5 entries: -0.255, 0.068, -0.045, 0.127, 0.141

No. 2
Formula: CH7NO
Source: OMol25
Level of theory: ωB97M-V/def2-TZVPD

Cartesian coordinates (Å):
H: -0.97 1.43 -0.72
O: 2.18 -0.22 -0.06
H: -2.12 -0.74 0.10
H: -0.63 -1.14 0.79
H: -0.49 1.23 0.91
H: 2.87 0.38 0.15
N: -0.55 0.74 -0.09
H: -0.60 -1.28 -0.87
H: 1.38 0.23 -0.18
C: -1.07 -0.64 -0.04

Results
SMILES = CN.O
Kohn-Sham gap = 10.71 eV
ΔE to the lowest compared entry with this formula, charge and spin = 36.03 kJ/mol
E_LUMO = 1.026 eV
DFT total energy = -4687.55404 eV

Löwdin atomic charge list, values in e, 5 entries: 0.060, -0.049, 0.050, 0.052, 0.131

No. 3
Formula: CH7NO
Source: OMol25
Level of theory: ωB97M-V/def2-TZVPD

Cartesian coordinates (Å):
H: 2.49 -0.31 0.95
H: -0.61 0.25 1.12
H: -0.28 -0.19 -0.67
C: -0.91 0.30 0.04
N: 2.89 -0.09 0.00
O: -2.25 -0.26 -0.13
H: 2.62 0.85 -0.39
H: -2.70 -0.22 0.69
H: -0.78 1.35 -0.33
H: 2.55 -0.86 -0.55

Results
SMILES = CO.N
Kohn-Sham gap = 10.82 eV
ΔE to the lowest compared entry with this formula, charge and spin = 63.64 kJ/mol
E_LUMO = 0.801 eV
DFT total energy = -4687.26783 eV

Löwdin atomic charge list, values in e, 5 entries: 0.022, 0.092, 0.046, -0.150, -0.021

No. 4
Formula: CH7NO2
Source: OMol25
Level of theory: ωB97M-V/def2-TZVPD

Cartesian coordinates (Å):
C: -1.43 -0.37 1.72
H: -0.27 0.81 0.48
O: 1.85 -1.17 -0.66
H: 0.71 0.51 -2.03
O: 0.22 1.25 -1.65
H: 1.03 -0.69 -0.49
H: -2.41 0.06 1.43
H: -1.34 -1.37 2.18
N: -0.41 0.07 1.14
H: -0.40 1.77 -2.14
H: 2.45 -0.86 0.02

Results
SMILES = C=N.O.O
Kohn-Sham gap = 10.17 eV
ΔE to the lowest compared entry with this formula, charge and spin = 106.25 kJ/mol
E_LUMO = 0.808 eV
DFT total energy = -6734.24244 eV

Löwdin atomic charge list, values in e, 5 entries: -0.136, 0.012, -0.063, 0.032, -0.051

No. 5
Formula: CH7NO4
Source: OMol25
Level of theory: ωB97M-V/def2-TZVPD

Cartesian coordinates (Å):
O: 1.18 -1.00 1.41
N: -0.89 0.71 -0.88
H: -1.22 -2.24 -1.46
H: -1.18 1.65 -1.09
O: 1.44 1.73 1.04
H: -0.15 0.73 -0.15
C: -1.27 -0.36 -1.48
H: 1.70 0.86 1.26
H: 1.60 2.31 1.78
O: -1.40 -0.44 -2.67
H: 0.69 -1.07 2.25
H: 0.55 -1.33 0.71
O: -1.05 -1.55 -0.72

Results
Charge = +1
Kohn-Sham gap (alpha / beta) = 10.32 / 4.83 eV
ΔE to the lowest compared entry with this formula, charge and spin = 112.89 kJ/mol
E_LUMO (alpha / beta) = -4.922 / -10.390 eV
Multiplicity = 2
DFT total energy = -10820.72604 eV

Löwdin atomic charge list, values in e, 5 entries: -0.054, 0.417, 0.189, 0.186, -0.035

No. 6
Formula: CH7NO4P
Source: OMol25
Level of theory: ωB97M-V/def2-TZVPD

Cartesian coordinates (Å):
P: -0.37 -0.50 -0.25
H: 3.15 -0.89 0.61
C: 2.27 -0.20 0.30
H: 2.03 0.55 1.09
O: 1.13 -1.01 0.08
H: -0.93 -2.02 0.94
H: -1.82 2.12 -0.29
H: -1.06 0.60 -2.06
H: -2.55 1.12 0.97
H: 2.58 0.12 -0.71
O: -0.65 -0.17 -1.69
N: -1.95 1.24 0.18
O: -1.17 -1.70 0.15
O: -0.66 0.75 0.68

Results
Charge = +1
Kohn-Sham gap = 12.11 eV
ΔE to the lowest compared entry with this formula, charge and spin = 0.00 kJ/mol
E_LUMO = -3.452 eV
DFT total energy = -20112.68146 eV

Löwdin atomic charge list, values in e, 5 entries: 0.496, 0.135, -0.075, 0.107, -0.192

No. 7
Formula: CH7NOS
Source: OMol25
Level of theory: ωB97M-V/def2-TZVPD

Cartesian coordinates (Å):
H: -2.66 -0.81 -1.10
H: -2.39 1.92 -0.18
C: -2.02 -0.02 -0.71
H: -0.56 -0.16 0.74
N: -2.93 1.07 -0.25
H: 2.32 -0.67 1.24
H: -3.25 0.74 0.65
H: -1.21 0.59 -1.27
H: 3.42 0.79 0.91
O: -1.28 -0.69 0.38
S: 2.93 -0.25 0.11

Results
SMILES = NCO.S
Kohn-Sham gap = 10.37 eV
ΔE to the lowest compared entry with this formula, charge and spin = 56.07 kJ/mol
E_LUMO = 0.606 eV
DFT total energy = -15522.38131 eV

Löwdin atomic charge list, values in e, 5 entries: 0.109, 0.046, -0.275, 0.047, -0.009

No. 8
Formula: CH7NOS2
Source: OMol25
Level of theory: ωB97M-V/def2-TZVPD

Cartesian coordinates (Å):
O: -0.30 1.55 0.03
C: -1.49 1.55 -0.73
H: 0.36 1.23 -0.56
S: 2.28 -1.20 2.43
N: -1.78 0.29 -1.45
S: 2.65 -2.85 1.23
H: 3.46 -2.40 0.29
H: -1.09 0.33 -2.14
H: 1.16 -2.00 3.12
H: -1.47 -0.60 -0.99
H: -2.40 1.59 -0.03
H: -1.39 2.52 -1.21

Results
SMILES = NCO.SS
Kohn-Sham gap = 8.82 eV
ΔE to the lowest compared entry with this formula, charge and spin = 153.58 kJ/mol
E_LUMO = 0.273 eV
DFT total energy = -26356.68145 eV

Löwdin atomic charge list, values in e, 5 entries: -0.082, -0.346, 0.060, 0.125, 0.014

No. 9
Formula: CH7NOSi2
Source: OMol25
Level of theory: ωB97M-V/def2-TZVPD

Cartesian coordinates (Å):
H: 1.05 -2.16 -1.45
H: -1.28 -3.01 -1.76
H: -1.06 3.26 1.30
N: -0.53 -0.45 1.40
H: -2.66 2.04 2.84
H: 0.25 -3.57 0.13
H: 4.73 2.16 -2.38
H: 4.69 2.67 -1.74
C: -0.55 -1.25 0.57
O: -2.30 0.80 0.54
Si: -0.30 -2.52 -0.82
Si: -2.03 2.02 1.37

Results
Kohn-Sham gap = 10.01 eV
ΔE to the lowest compared entry with this formula, charge and spin = 308.33 kJ/mol
E_LUMO = -0.148 eV
DFT total energy = -20439.68707 eV

Löwdin atomic charge list, values in e, 5 entries: -0.067, -0.095, -0.065, 0.036, -0.054

No. 10
Formula: CH7NOSi2
Source: OMol25
Level of theory: ωB97M-V/def2-TZVPD

Cartesian coordinates (Å):
H: -1.15 -2.48 -0.23
H: -0.27 -0.70 1.23
H: -1.02 -0.56 -2.04
N: 1.66 0.07 0.55
H: 0.80 -2.23 -1.43
Si: -0.28 -1.48 -0.97
O: 2.07 -0.05 1.73
H: 0.56 2.27 -0.83
H: -1.84 1.39 -0.13
Si: -0.35 1.63 0.21
H: -0.43 2.37 1.57
C: 0.25 -0.22 0.36

Results
SMILES = O=NC([SiH3])[SiH3]
Kohn-Sham gap = 9.08 eV
ΔE to the lowest compared entry with this formula, charge and spin = 361.48 kJ/mol
E_LUMO = -0.275 eV
DFT total energy = -20439.13624 eV

Löwdin atomic charge list, values in e, 5 entries: -0.054, 0.058, -0.042, -0.160, -0.111

No. 11
Formula: CH7NSi
Source: OMol25
Level of theory: ωB97M-V/def2-TZVPD

Cartesian coordinates (Å):
H: 1.47 1.59 0.36
H: 1.85 0.26 -0.97
H: -0.36 -0.93 1.45
H: -0.99 -2.06 -0.72
H: -2.60 -0.49 0.38
H: 1.31 -0.09 0.82
C: 1.20 0.64 -0.09
H: -0.53 1.15 -1.13
N: -0.20 0.67 -0.28
Si: -1.14 -0.73 0.18

Results
SMILES = CN[SiH3]
Kohn-Sham gap = 10.31 eV
ΔE to the lowest compared entry with this formula, charge and spin = 97.76 kJ/mol
E_LUMO = 1.111 eV
DFT total energy = -10517.39234 eV

Löwdin atomic charge list, values in e, 5 entries: 0.061, 0.099, -0.062, -0.073, -0.096

No. 12
Formula: CH7O2
Source: OMol25
Level of theory: ωB97M-V/def2-TZVPD

Cartesian coordinates (Å):
O: 2.06 0.82 -0.92
H: 2.56 0.70 -1.79
H: -0.33 -0.41 -0.79
H: -2.31 -1.36 0.43
H: 0.12 0.20 0.49
O: -0.49 -0.47 0.17
H: -2.36 0.41 0.76
C: -1.81 -0.52 0.91
H: 2.49 1.63 -0.47
H: -1.57 -0.67 1.96

Results
Charge = +2
Kohn-Sham gap (alpha / beta) = 12.61 / 5.11 eV
ΔE to the lowest compared entry with this formula, charge and spin = 3.97 kJ/mol
E_LUMO (alpha / beta) = -10.095 / -17.586 eV
Multiplicity = 2
DFT total energy = -5220.25337 eV

Löwdin atomic charge list, values in e, 5 entries: 0.531, 0.247, 0.186, 0.125, 0.154

No. 13
Formula: CH7O2S
Source: OMol25
Level of theory: ωB97M-V/def2-TZVPD

Cartesian coordinates (Å):
S: -0.16 -0.41 -0.66
C: -0.01 1.06 0.44
H: 2.46 -0.19 -0.26
O: 3.10 -0.91 -0.17
H: -0.73 1.83 0.15
H: 3.50 -1.12 -1.00
O: -3.31 -0.71 -0.39
H: -0.22 0.84 1.49
H: -3.33 -1.27 0.39
H: 1.02 1.42 0.48
H: -2.33 -0.53 -0.47

Results
Charge = -1
Kohn-Sham gap = 6.68 eV
ΔE to the lowest compared entry with this formula, charge and spin = 43.84 kJ/mol
E_LUMO = 3.964 eV
DFT total energy = -16081.81139 eV

Löwdin atomic charge list, values in e, 5 entries: 0.183, -0.667, -0.046, -0.115, -0.015

No. 14
Formula: CH7O2S
Source: OMol25
Level of theory: ωB97M-V/def2-TZVPD

Cartesian coordinates (Å):
H: 0.66 -1.18 -3.09
H: 0.40 0.05 -2.36
O: -1.19 -1.35 2.57
H: 1.32 1.53 0.10
H: -0.92 -2.24 2.32
H: 0.32 1.22 1.50
H: -0.39 2.07 0.23
C: 0.31 1.29 0.41
H: -0.87 -0.81 1.79
S: -0.29 -0.35 -0.19
O: 0.65 -0.23 -3.27

Results
Charge = -1
Kohn-Sham gap = 7.19 eV
ΔE to the lowest compared entry with this formula, charge and spin = 16.88 kJ/mol
E_LUMO = 4.119 eV
DFT total energy = -16082.09079 eV

Löwdin atomic charge list, values in e, 5 entries: -0.004, -0.099, -0.188, -0.005, -0.006

No. 15
Formula: CH7O2S
Source: OMol25
Level of theory: ωB97M-V/def2-TZVPD

Cartesian coordinates (Å):
O: 2.48 -1.04 -1.78
H: -1.08 1.64 0.48
H: 1.83 -1.70 -1.50
C: -0.01 1.48 0.60
H: -2.39 -2.00 0.57
H: 0.08 1.68 1.68
O: -2.59 -1.12 0.24
S: 0.65 -0.14 0.45
H: -1.74 -0.68 0.16
H: 0.55 2.30 0.17
H: 2.23 -0.43 -1.06

Results
Kohn-Sham gap (alpha / beta) = 10.98 / 7.19 eV
ΔE to the lowest compared entry with this formula, charge and spin = 13.78 kJ/mol
E_LUMO (alpha / beta) = 0.653 / -2.754 eV
Multiplicity = 2
DFT total energy = -16079.05843 eV

Löwdin atomic charge list, values in e, 5 entries: -0.119, 0.037, 0.009, -0.532, 0.030

No. 16
Formula: CH7OS2
Source: OMol25
Level of theory: ωB97M-V/def2-TZVPD

Cartesian coordinates (Å):
H: 2.15 2.19 -1.09
O: -1.75 -3.72 1.23
H: -1.63 -2.94 0.67
H: -0.77 -0.95 -1.89
S: 0.97 1.30 0.80
H: -2.37 -3.42 1.91
C: 1.41 2.53 -0.37
H: 0.52 2.80 -0.93
H: 1.74 3.43 0.18
H: 0.13 -0.07 0.11
S: -0.40 -1.16 -0.61

Results
Charge = +1
Kohn-Sham gap = 4.53 eV
ΔE to the lowest compared entry with this formula, charge and spin = 439.85 kJ/mol
E_LUMO = -9.832 eV
DFT total energy = -24856.35065 eV

Löwdin atomic charge list, values in e, 5 entries: 0.060, -0.067, -0.066, -0.113, 0.973

No. 17
Formula: CH8N2O2
Source: OMol25
Level of theory: ωB97M-V/def2-TZVPD

Cartesian coordinates (Å):
H: -1.81 -1.68 0.99
C: 1.46 0.92 0.48
N: 1.09 0.17 1.45
H: -0.46 -0.99 0.87
H: -1.44 -1.02 -0.96
H: 1.94 -0.23 1.85
O: -0.97 -1.72 0.49
O: -1.78 -0.35 -1.61
H: 2.51 1.24 0.41
H: -2.41 0.08 -1.01
N: 0.77 1.19 -0.64
H: 1.15 1.71 -1.41
H: -0.05 0.68 -0.92

Results
SMILES = [H]/N=C/N.O.O
Kohn-Sham gap = 10.33 eV
ΔE to the lowest compared entry with this formula, charge and spin = 27.54 kJ/mol
E_LUMO = 0.884 eV
DFT total energy = -8241.97097 eV

Löwdin atomic charge list, values in e, 5 entries: 0.067, -0.377, 0.036, -0.002, -0.016

No. 18
Formula: CH8N3O3P
Source: OMol25
Level of theory: ωB97M-V/def2-TZVPD

Cartesian coordinates (Å):
H: -1.91 0.50 1.66
O: -2.58 -0.71 0.00
H: 1.09 -0.75 1.88
N: 0.48 2.07 -1.49
C: -1.73 -0.47 0.98
O: -0.33 -0.60 -1.33
H: -0.13 2.17 -2.28
H: -2.06 -0.83 -0.75
H: 2.18 -1.97 -0.33
H: 2.82 -0.44 0.10
N: 1.06 -1.00 0.94
O: -0.29 1.90 -0.36
H: -1.82 -1.27 1.78
H: 1.06 2.94 -1.36
N: 2.34 -1.31 0.47
P: -0.17 -0.21 0.11

Results
Kohn-Sham gap (alpha / beta) = 8.51 / 8.51 eV
ΔE to the lowest compared entry with this formula, charge and spin = 166.30 kJ/mol
E_LUMO (alpha / beta) = 0.097 / 0.097 eV
DFT total energy = -21064.51660 eV

Löwdin atomic charge list, values in e, 5 entries: 0.137, -0.042, 0.067, -0.128, -0.411

No. 19
Formula: CH8N3OSi
Source: OMol25
Level of theory: ωB97M-V/def2-TZVPD

Cartesian coordinates (Å):
N: -0.71 0.26 0.94
H: 2.86 0.94 -0.67
H: -1.89 0.56 -1.77
Si: -1.97 -0.39 -0.13
O: 1.29 -1.50 0.63
H: -0.98 0.87 1.70
H: -1.47 -1.73 -0.47
N: 0.53 0.64 0.42
H: -3.19 -0.21 0.61
H: 3.30 -0.73 -0.47
H: 0.43 -1.60 1.09
H: 0.63 1.58 0.05
N: 2.62 0.01 -0.36
C: 1.47 -0.27 0.23

Results
Charge = +1
Kohn-Sham gap = 10.86 eV
ΔE to the lowest compared entry with this formula, charge and spin = 205.14 kJ/mol
E_LUMO = -3.245 eV
DFT total energy = -15554.54704 eV

Löwdin atomic charge list, values in e, 5 entries: -0.219, 0.146, 0.003, 0.651, 0.180

No. 20
Formula: CH8N4
Source: OMol25
Level of theory: ωB97M-V/def2-TZVPD

Cartesian coordinates (Å):
C: 0.22 -1.26 0.95
H: -1.69 -1.67 -0.31
H: 1.19 -1.55 0.69
N: -1.15 0.88 0.88
H: -0.06 0.39 -1.77
H: 1.19 -0.30 -1.16
N: -0.79 -1.29 -0.12
H: 1.03 1.60 -0.80
N: -0.39 -0.08 0.32
H: -1.00 1.28 1.76
N: 0.58 0.56 -1.00
H: -1.92 1.39 0.40
H: 0.06 -1.35 2.07

Results
Charge = +2
SMILES = N[N@@+]1([NH3+])CN1
Kohn-Sham gap = 10.46 eV
ΔE to the lowest compared entry with this formula, charge and spin = 289.42 kJ/mol
E_LUMO = -10.873 eV
DFT total energy = -7102.24803 eV

Löwdin atomic charge list, values in e, 5 entries: 0.111, 0.184, 0.125, 0.215, 0.146